The following is a quantum chemistry calculation of a cluster of 16 separate species, C59H133O31P5 in total at a distorted geometry, from OMol25.

Geometry (Å):
C 2.940 3.757 -1.867
O 2.884 4.805 -0.961
P 3.783 4.802 0.378
O 5.205 4.341 0.183
O 3.614 6.279 1.007
C 4.618 7.299 0.748
O 2.854 3.911 1.401
C 1.475 4.040 1.603
H 3.377 4.057 -2.819
H 1.913 3.565 -2.177
H 3.359 2.828 -1.479
H 5.512 6.829 0.338
H 4.954 7.818 1.646
H 4.360 8.075 0.027
H 1.089 4.813 0.937
H 1.253 4.286 2.642
H 0.869 3.181 1.315
C 2.149 0.248 0.219
O 0.795 0.032 0.483
P -0.308 0.617 -0.556
O -0.403 2.115 -0.549
O -1.622 -0.239 -0.209
C -2.588 0.043 0.747
O 0.223 -0.082 -1.934
C -0.508 0.126 -3.147
H 2.463 0.718 -0.712
H 2.645 -0.722 0.184
H 2.548 0.825 1.053
H -3.493 0.291 0.194
H -2.340 0.852 1.435
H -2.781 -0.849 1.343
H 0.116 0.818 -3.711
H -1.459 0.583 -2.870
H -0.666 -0.823 -3.659
C -8.502 0.043 3.892
O -7.185 0.442 3.708
P -6.142 -0.527 2.883
O -6.602 -1.321 1.706
O -5.476 -1.437 4.059
C -6.157 -2.517 4.631
O -4.959 0.581 2.551
C -4.671 1.679 3.400
H -8.776 -0.797 3.253
H -9.171 0.887 3.724
H -8.693 -0.333 4.897
H -6.100 -2.527 5.719
H -5.801 -3.458 4.211
H -7.214 -2.540 4.365
H -3.736 1.504 3.933
H -5.361 1.817 4.233
H -4.745 2.624 2.862
C 8.599 -0.227 5.681
O 7.438 -0.017 4.984
P 7.228 1.402 4.209
O 8.318 1.701 3.233
O 5.711 1.303 3.518
C 5.266 2.202 2.563
O 7.045 2.486 5.392
C 6.023 2.330 6.371
H 9.415 0.448 5.422
H 8.984 -1.238 5.547
H 8.353 -0.171 6.742
H 4.806 1.649 1.744
H 6.057 2.860 2.205
H 4.501 2.832 3.017
H 5.675 3.313 6.690
H 6.385 1.836 7.272
H 5.149 1.797 5.996
C -1.574 -1.894 -6.134
O -2.495 -1.782 -5.090
P -3.168 -3.030 -4.229
O -2.153 -3.794 -3.468
O -4.316 -2.265 -3.380
C -3.851 -1.540 -2.234
O -3.933 -3.944 -5.337
C -4.661 -3.364 -6.452
H -2.053 -1.627 -7.077
H -1.135 -2.881 -6.280
H -0.671 -1.294 -6.022
H -4.158 -1.900 -1.252
H -4.060 -0.470 -2.240
H -2.768 -1.584 -2.125
H -4.064 -3.359 -7.364
H -4.993 -2.330 -6.361
H -5.505 -3.989 -6.745
C -3.695 -5.105 2.584
C -3.558 -4.194 1.427
C -3.575 -5.161 0.207
O -2.926 -6.318 0.709
C -2.773 -6.254 2.137
H -4.726 -5.444 2.683
H -3.426 -4.706 3.562
H -2.625 -3.642 1.311
H -4.385 -3.484 1.405
H -3.010 -4.789 -0.647
H -4.561 -5.388 -0.197
H -1.776 -6.005 2.500
H -3.072 -7.185 2.619
C 2.891 -1.731 3.450
C 3.641 -1.333 4.699
C 4.814 -2.254 4.639
O 5.128 -2.349 3.286
C 4.051 -1.781 2.521
H 2.164 -1.028 3.044
H 2.436 -2.720 3.496
H 3.053 -1.557 5.590
H 3.968 -0.294 4.726
H 4.508 -3.262 4.919
H 5.639 -2.041 5.318
H 3.802 -2.418 1.673
H 4.345 -0.798 2.151
C -2.102 -2.175 5.045
C -2.111 -1.684 3.634
C -0.629 -1.759 3.253
O -0.265 -3.047 3.859
C -0.911 -3.191 5.105
H -3.048 -2.635 5.333
H -1.781 -1.421 5.764
H -2.454 -0.650 3.593
H -2.731 -2.297 2.980
H 0.012 -0.994 3.690
H -0.430 -1.773 2.181
H -0.173 -2.863 5.837
H -1.322 -4.183 5.295
C -2.449 4.580 -0.306
C -2.258 6.018 -0.703
C -3.095 6.134 -1.951
O -3.332 4.832 -2.396
C -2.602 3.866 -1.654
H -3.352 4.441 0.289
H -1.679 4.112 0.308
H -1.256 6.355 -0.966
H -2.574 6.741 0.048
H -2.497 6.677 -2.683
H -3.983 6.733 -1.751
H -1.611 3.610 -2.030
H -3.171 2.937 -1.610
C 7.870 -0.204 -0.021
C 7.495 0.543 -1.298
C 6.074 0.911 -0.958
O 5.517 -0.254 -0.377
C 6.540 -0.833 0.397
H 7.997 0.490 0.809
H 8.741 -0.839 -0.183
H 7.477 -0.067 -2.202
H 8.113 1.415 -1.509
H 5.496 1.241 -1.820
H 6.027 1.750 -0.264
H 6.517 -1.909 0.223
H 6.268 -0.677 1.441
C 0.871 -3.776 -1.373
C 0.377 -3.291 -0.038
C 0.884 -4.358 0.897
O 1.579 -5.402 0.206
C 1.202 -5.303 -1.146
H 1.684 -3.159 -1.756
H 0.106 -3.887 -2.141
H -0.712 -3.320 0.001
H 0.743 -2.285 0.165
H 0.164 -4.771 1.603
H 1.598 -3.865 1.556
H 0.276 -5.878 -1.130
H 1.876 -5.778 -1.859
C 4.026 1.314 -5.912
C 4.744 1.152 -4.574
C 4.205 -0.242 -4.113
O 2.813 -0.164 -4.516
C 2.664 0.560 -5.697
H 4.663 0.767 -6.608
H 3.891 2.344 -6.241
H 4.444 1.885 -3.825
H 5.821 1.074 -4.722
H 4.346 -0.435 -3.049
H 4.635 -1.093 -4.643
H 1.825 1.250 -5.610
H 2.521 -0.217 -6.447
C -6.268 2.431 -1.746
C -6.109 1.720 -0.336
C -7.387 2.170 0.307
O -7.395 3.553 0.000
C -6.777 3.808 -1.311
H -7.012 1.873 -2.315
H -5.314 2.359 -2.268
H -5.232 2.084 0.199
H -6.106 0.635 -0.439
H -7.427 1.963 1.376
H -8.323 1.746 -0.056
H -5.919 4.473 -1.209
H -7.404 4.337 -2.029
C 1.221 1.743 4.695
C -0.169 2.126 4.143
C -0.988 2.363 5.440
O -0.365 1.461 6.395
C 0.905 0.947 5.939
H 1.841 2.615 4.905
H 1.762 1.147 3.959
H -0.603 1.284 3.604
H -0.250 3.053 3.575
H -2.063 2.182 5.405
H -0.805 3.311 5.946
H 0.804 -0.095 5.636
H 1.726 1.092 6.641
C 2.646 -3.179 -6.240
C 1.998 -3.438 -4.895
C 1.819 -4.959 -4.917
O 1.569 -5.222 -6.285
C 1.711 -4.090 -7.079
H 3.659 -3.559 -6.373
H 2.738 -2.198 -6.705
H 1.115 -2.802 -4.835
H 2.657 -3.077 -4.106
H 0.973 -5.173 -4.264
H 2.710 -5.378 -4.449
H 0.690 -3.709 -7.095
H 2.058 -4.375 -8.073
C -3.273 1.039 -5.179
C -2.685 2.435 -5.042
C -3.779 3.313 -5.540
O -4.969 2.610 -5.120
C -4.743 1.199 -5.289
H -3.061 0.529 -4.240
H -2.863 0.453 -6.002
H -1.715 2.570 -5.520
H -2.515 2.737 -4.008
H -3.689 3.400 -6.623
H -3.773 4.270 -5.018
H -5.163 1.018 -6.279
H -5.289 0.574 -4.582

**Multiplicity**: 1
**Frontier orbital gap**: 0.3326 Ha
**E_LUMO**: 0.37 eV
**Strongest force on any atom**: 0.0889 Eh/bohr
**Energy**: -6367.167015 Eh